[1]
{
  "formula": "C17H15MoN5O5S",
  "method": "the ωB97M-V functional and the def2-TZVPD basis",
  "relative_energy_kcal_mol": 0.7,
  "homo_energy_ev": -7.4,
  "orbital_gap_ev": 6.5953,
  "symbols": ["Mo", "O", "C", "O", "C", "C", "C", "C", "C", "N", "C", "O", "O", "H", "H", "H", "C", "C", "N", "N", "C", "N", "S", "C", "C", "C", "C", "C", "N", "H", "H", "H", "H", "H", "H", "H", "H", "H", "C", "C", "O", "H", "H", "H"],
  "xyz": [[-0.321, 1.084, 0.035], [-2.629, -2.306, 0.709], [-2.180, -1.264, 0.286], [-1.521, -0.369, 0.960], [-2.363, -0.837, -1.144], [-3.193, -1.441, -2.066], [-3.322, -0.857, -3.322], [-2.638, 0.316, -3.599], [-1.822, 0.857, -2.621], [-1.672, 0.268, -1.434], [-1.084, 2.164, -2.716], [-1.082, 2.816, -3.742], [-0.501, 2.444, -1.601], [-3.725, -2.335, -1.773], [-3.970, -1.301, -4.065], [-2.724, 0.844, -4.539], [1.609, -0.720, 3.574], [1.124, -0.325, 2.220], [0.496, 0.777, 1.986], [0.287, 1.660, 2.991], [-0.632, 2.572, 2.715], [-0.923, 3.402, 3.739], [-1.596, 2.756, 1.282], [1.295, -1.239, 1.067], [1.989, -2.439, 1.180], [2.128, -3.251, 0.066], [1.580, -2.850, -1.140], [0.898, -1.647, -1.184], [0.752, -0.868, -0.116], [1.219, -0.024, 4.311], [2.700, -0.701, 3.623], [1.275, -1.729, 3.822], [-0.348, 3.368, 4.562], [-1.526, 4.187, 3.583], [2.412, -2.733, 2.128], [2.661, -4.189, 0.145], [1.664, -3.453, -2.033], [0.442, -1.286, -2.098], [2.843, 1.215, -1.231], [1.565, 1.548, -0.557], [1.339, 2.527, 0.137], [3.412, 2.122, -1.431], [2.661, 0.661, -2.150], [3.422, 0.576, -0.558]],
  "forces_ev_per_a": [[0.4848, 0.1892, 0.2636], [0.0121, 0.0294, -0.0247], [-0.0497, -0.0334, 0.0372], [0.0158, 0.0555, -0.0579], [-0.0052, -0.0186, -0.0434], [0.0335, 0.0188, 0.0151], [-0.0029, -0.0099, -0.0036], [0.0292, 0.0156, 0.0359], [-0.0652, 0.0044, 0.0097], [-0.0511, -0.0059, -0.0214], [0.1179, -0.0832, -0.0496], [-0.0421, 0.0164, 0.0142], [-0.0752, 0.1098, -0.1178], [-0.0055, 0.0014, -0.0113], [0.0026, -0.0022, 0.0001], [-0.0098, -0.0068, -0.0025], [0.0215, 0.0267, 0.0444], [0.0149, -0.0821, -0.1446], [-0.0260, -0.0398, -0.1007], [0.0339, 0.0044, -0.0718], [-0.2928, -0.1540, 0.3133], [0.1476, 0.0411, -0.1240], [0.1263, -0.0303, -0.0882], [-0.0811, 0.1093, 0.0604], [-0.0289, 0.0225, -0.0756], [-0.0030, 0.0198, 0.0106], [-0.0062, -0.0034, -0.0236], [0.0170, -0.0196, 0.0204], [0.0534, -0.0654, 0.1789], [0.0106, -0.0059, -0.0122], [0.0023, -0.0156, -0.0098], [-0.0102, -0.0045, -0.0037], [-0.0084, 0.0024, 0.0153], [0.0002, 0.0180, -0.0163], [-0.0086, 0.0236, 0.0134], [0.0007, -0.0028, -0.0108], [0.0071, -0.0067, 0.0090], [0.0004, -0.0112, -0.0083], [0.0152, 0.0614, 0.0301], [-0.1742, -0.2014, -0.0526], [-0.1893, 0.0455, 0.0114], [0.0040, -0.0056, -0.0024], [-0.0043, 0.0076, -0.0060], [-0.0112, -0.0147, -0.0005]]
}



[2]
{
  "formula": "C17H15NOS3",
  "method": "the ωB97M-V functional and the def2-TZVPD basis",
  "homo_energy_ev": -7.8,
  "orbital_gap_ev": 7.5002,
  "smiles": "COc1ccc(/N=c2\\ssc(SC)c2-c2ccccc2)cc1",
  "symbols": ["N", "O", "S", "S", "S", "C", "C", "C", "C", "C", "C", "C", "C", "C", "C", "C", "C", "C", "C", "C", "C", "C", "H", "H", "H", "H", "H", "H", "H", "H", "H", "H", "H", "H", "H", "H", "H"],
  "xyz": [[-0.236, 0.160, 0.441], [-5.214, 2.586, 1.318], [1.906, 1.905, -2.578], [-0.001, 1.648, -1.749], [3.969, -0.180, -2.697], [2.529, 0.408, -1.913], [1.850, -0.189, -0.866], [0.532, 0.451, -0.587], [3.208, -3.811, 1.193], [4.114, -2.821, 0.780], [1.862, -3.604, 0.929], [-2.653, 0.259, 0.009], [-1.591, 1.888, 1.420], [-3.879, 0.886, 0.245], [-2.780, 2.535, 1.644], [3.685, -1.638, 0.178], [1.438, -2.426, 0.276], [-1.470, 0.720, 0.625], [-3.977, 2.016, 1.095], [2.321, -1.410, -0.123], [-5.357, 3.380, 2.490], [3.143, -0.871, -4.253], [3.515, -4.712, 1.700], [5.164, -2.907, 0.988], [1.141, -4.341, 1.279], [-2.575, -0.643, -0.625], [-0.730, 2.298, 1.896], [-4.724, 0.382, -0.178], [-2.673, 3.420, 2.268], [4.430, -0.907, -0.121], [0.387, -2.276, 0.134], [-4.916, 4.348, 2.312], [-6.427, 3.499, 2.722], [-4.882, 2.979, 3.405], [3.849, -1.390, -4.912], [2.362, -1.572, -3.950], [2.678, -0.069, -4.794]],
  "forces_ev_per_a": [[2.9092, -0.9360, -2.1170], [0.2496, -0.7057, 0.2610], [-0.4793, -0.4362, -0.0667], [0.4588, 0.4704, -0.3841], [0.1371, -0.6519, -1.2919], [-1.0281, -0.6020, 1.3197], [0.3601, 0.3800, -0.8452], [-1.4423, -0.7992, 2.7295], [-0.0801, 0.8120, -0.5890], [-0.5171, 0.2546, 0.2730], [0.0262, 0.7527, -0.2087], [0.8098, -0.1037, 0.2757], [0.1653, -1.1507, -0.5929], [0.5670, 0.2966, 0.7914], [-0.7204, -0.3074, -0.1625], [-0.3762, -0.1283, -0.3819], [0.1677, -0.2540, 0.3889], [-1.7324, 2.0032, -0.0487], [0.4753, -0.0082, -0.2258], [0.2858, -0.5497, 0.1342], [-0.0996, 0.0052, 0.3957], [0.0732, -0.0550, 0.8086], [0.2404, -0.0142, 0.0328], [0.2842, -0.2077, 0.0350], [-0.0103, 0.2318, -0.2468], [-0.2606, 0.5959, 0.3571], [0.6834, 0.0723, 0.1198], [-0.6447, 0.3239, -0.0724], [-0.7004, -0.1152, -0.1334], [-0.1081, -0.0416, 0.2044], [-0.3607, 0.0122, -0.1430], [0.0535, 0.5421, -0.0030], [0.3754, -0.1216, -0.4388], [-0.0264, -0.2929, -0.5830], [0.1533, 0.2571, 0.5028], [0.2027, 0.0196, 0.1134], [-0.0909, 0.4519, -0.2082]]
}



[3]
{
  "formula": "C17H16BrClIr",
  "method": "the ωB97M-V functional and the def2-TZVPD basis",
  "homo_energy_ev": [-5.8, -8.6],
  "orbital_gap_ev": [6.1304, 6.9277],
  "spin_multiplicity": 6,
  "symbols": ["C", "C", "C", "H", "C", "C", "H", "H", "H", "H", "Ir", "Br", "C", "C", "C", "H", "C", "C", "H", "H", "H", "H", "Cl", "C", "C", "C", "C", "C", "C", "C", "H", "H", "H", "H", "H", "H"],
  "xyz": [[1.622, -3.196, -0.609], [2.355, -2.002, -0.970], [2.317, -1.106, 0.167], [2.856, -1.824, -1.932], [1.564, -1.731, 1.222], [1.108, -3.010, 0.749], [0.502, -3.739, 1.315], [1.458, -4.074, -1.256], [2.810, -0.128, 0.219], [1.395, -1.327, 2.235], [0.237, -1.569, -0.643], [0.983, 0.625, -1.972], [-1.923, -0.935, -1.280], [-1.951, -2.042, -0.364], [-1.237, -3.144, -0.989], [-2.466, -2.087, 0.615], [-0.750, -2.682, -2.285], [-1.224, -1.334, -2.475], [-1.040, -0.716, -3.369], [-2.427, 0.031, -1.130], [-1.080, -4.147, -0.551], [-0.129, -3.258, -2.992], [-2.480, 1.574, 2.481], [-1.335, 2.655, 1.864], [-1.397, 3.997, 2.143], [-0.464, 4.898, 1.587], [0.554, 4.447, 0.752], [0.679, 3.123, 0.460], [-0.268, 2.258, 0.990], [-0.104, 0.983, 0.535], [-2.178, 4.383, 2.779], [-0.534, 5.968, 1.798], [1.271, 5.125, 0.307], [1.426, 2.727, -0.214], [0.893, 0.536, 0.884], [-1.045, 0.722, -0.069]],
  "forces_ev_per_a": [[1.6112, -0.9041, 0.8925], [1.3683, -1.0329, 0.5996], [1.2406, -0.8969, 0.2107], [-0.3940, -0.0382, 0.7331], [0.7687, -1.1192, 0.5296], [1.6348, -1.1574, 0.8124], [0.5221, 0.6167, -0.4051], [0.2013, 0.6647, 0.5738], [-0.4354, -0.5615, -0.1497], [-0.0429, -0.2357, -0.8522], [-1.4508, 5.6680, -0.0679], [0.6289, 0.7551, -1.4036], [-0.9379, -0.6935, -1.0118], [-0.5746, -0.9531, -0.2820], [-1.3964, -0.3181, -0.6794], [0.4891, 0.1318, -0.8348], [-1.3170, -0.4613, -0.5198], [-0.9583, -0.6773, -0.4174], [-0.1180, -0.4564, 0.8391], [0.3974, -0.6254, -0.1238], [-0.1754, 0.8596, -0.4030], [-0.6174, 0.4344, 0.4759], [-0.4982, -0.7479, 0.2194], [2.1364, 1.1710, -1.7737], [0.2997, 1.2142, -0.0442], [-0.2224, -0.0830, 0.1329], [0.2368, 1.1774, 0.1382], [-0.5078, 0.4324, 0.7318], [-0.7546, 2.0556, 1.4148], [-0.6168, -3.4422, 0.2293], [-0.1081, 0.0222, 0.1295], [-0.1094, -0.4435, 0.0350], [-0.1275, 0.2972, 0.1367], [-0.0178, 0.0975, 0.0847], [-2.2352, 0.1324, -1.2657], [2.0808, -0.8827, 1.3151]]
}



Which formula does entry 2 have? C17H15NOS3



Repeat the third record exactly.
{
  "formula": "C17H16BrClIr",
  "method": "the ωB97M-V functional and the def2-TZVPD basis",
  "homo_energy_ev": [-5.8, -8.6],
  "orbital_gap_ev": [6.1304, 6.9277],
  "spin_multiplicity": 6,
  "symbols": ["C", "C", "C", "H", "C", "C", "H", "H", "H", "H", "Ir", "Br", "C", "C", "C", "H", "C", "C", "H", "H", "H", "H", "Cl", "C", "C", "C", "C", "C", "C", "C", "H", "H", "H", "H", "H", "H"],
  "xyz": [[1.622, -3.196, -0.609], [2.355, -2.002, -0.970], [2.317, -1.106, 0.167], [2.856, -1.824, -1.932], [1.564, -1.731, 1.222], [1.108, -3.010, 0.749], [0.502, -3.739, 1.315], [1.458, -4.074, -1.256], [2.810, -0.128, 0.219], [1.395, -1.327, 2.235], [0.237, -1.569, -0.643], [0.983, 0.625, -1.972], [-1.923, -0.935, -1.280], [-1.951, -2.042, -0.364], [-1.237, -3.144, -0.989], [-2.466, -2.087, 0.615], [-0.750, -2.682, -2.285], [-1.224, -1.334, -2.475], [-1.040, -0.716, -3.369], [-2.427, 0.031, -1.130], [-1.080, -4.147, -0.551], [-0.129, -3.258, -2.992], [-2.480, 1.574, 2.481], [-1.335, 2.655, 1.864], [-1.397, 3.997, 2.143], [-0.464, 4.898, 1.587], [0.554, 4.447, 0.752], [0.679, 3.123, 0.460], [-0.268, 2.258, 0.990], [-0.104, 0.983, 0.535], [-2.178, 4.383, 2.779], [-0.534, 5.968, 1.798], [1.271, 5.125, 0.307], [1.426, 2.727, -0.214], [0.893, 0.536, 0.884], [-1.045, 0.722, -0.069]],
  "forces_ev_per_a": [[1.6112, -0.9041, 0.8925], [1.3683, -1.0329, 0.5996], [1.2406, -0.8969, 0.2107], [-0.3940, -0.0382, 0.7331], [0.7687, -1.1192, 0.5296], [1.6348, -1.1574, 0.8124], [0.5221, 0.6167, -0.4051], [0.2013, 0.6647, 0.5738], [-0.4354, -0.5615, -0.1497], [-0.0429, -0.2357, -0.8522], [-1.4508, 5.6680, -0.0679], [0.6289, 0.7551, -1.4036], [-0.9379, -0.6935, -1.0118], [-0.5746, -0.9531, -0.2820], [-1.3964, -0.3181, -0.6794], [0.4891, 0.1318, -0.8348], [-1.3170, -0.4613, -0.5198], [-0.9583, -0.6773, -0.4174], [-0.1180, -0.4564, 0.8391], [0.3974, -0.6254, -0.1238], [-0.1754, 0.8596, -0.4030], [-0.6174, 0.4344, 0.4759], [-0.4982, -0.7479, 0.2194], [2.1364, 1.1710, -1.7737], [0.2997, 1.2142, -0.0442], [-0.2224, -0.0830, 0.1329], [0.2368, 1.1774, 0.1382], [-0.5078, 0.4324, 0.7318], [-0.7546, 2.0556, 1.4148], [-0.6168, -3.4422, 0.2293], [-0.1081, 0.0222, 0.1295], [-0.1094, -0.4435, 0.0350], [-0.1275, 0.2972, 0.1367], [-0.0178, 0.0975, 0.0847], [-2.2352, 0.1324, -1.2657], [2.0808, -0.8827, 1.3151]]
}